Record 1
Density functional theory data (the ωB97M-V functional and the def2-TZVPD basis) for a molecular structure, C36H48As2BrN3O8PbS3.

Each line ends with the Mulliken charge.
CARTESIAN COORDINATES (ANGSTROEM)
Pb: -1.00 -0.76 0.59  1.34
C: 2.82 -2.57 0.47  -1.20
C: 1.93 -3.70 0.27  -0.66
S: 0.43 -3.75 1.33  -0.03
C: 1.11 -3.69 3.10  -0.62
C: 1.46 -2.32 3.62  -1.11
S: 0.38 -0.96 3.25  0.57
C: 1.36 0.50 2.56  -0.91
C: 2.50 -0.02 1.59  -2.06
S: 1.98 -0.92 0.22  0.63
H: 3.35 -2.50 1.42  0.65
H: 3.66 -2.60 -0.28  0.47
H: 1.46 -3.68 -0.69  0.20
H: 2.52 -4.63 0.47  0.61
H: 0.31 -4.14 3.65  0.10
H: 1.93 -4.39 3.24  0.60
H: 1.43 -2.37 4.77  0.58
H: 2.48 -1.91 3.46  0.55
H: 0.86 1.69 0.98  -0.36
H: 1.88 1.00 3.39  0.79
H: 2.88 0.94 1.20  0.56
H: 3.32 -0.58 2.09  1.01
Br: -1.08 -5.56 7.03  -0.11
C: -1.64 -4.48 5.61  -0.09
C: -2.21 -4.97 4.46  -0.56
C: -2.55 -4.06 3.49  -0.26
C: -2.40 -2.69 3.65  0.00
C: -2.06 -2.19 4.92  0.02
C: -1.53 -3.06 5.86  -0.93
N: -2.71 -1.72 2.63  -0.17
C: -3.66 -0.94 2.99  -0.75
C: -3.95 0.26 2.12  1.00
C: -4.86 1.14 2.66  -0.63
C: -5.14 2.24 1.93  -0.61
C: -4.54 2.42 0.71  -0.58
C: -3.55 1.58 0.25  -0.43
N: -3.28 0.44 0.97  -0.01
H: -2.41 -5.97 4.28  0.55
H: -2.93 -4.44 2.54  0.43
H: -1.97 -1.12 4.93  0.32
H: -1.12 -2.81 6.81  0.57
H: -4.21 -1.06 3.92  0.52
H: -5.36 0.94 3.68  0.36
H: -5.98 2.93 2.23  0.40
H: -4.74 3.26 0.07  0.46
H: -3.00 1.82 -0.64  0.33
C: -0.52 2.25 4.05  -1.60
C: 0.01 2.65 2.68  1.21
C: -1.04 3.44 1.94  -1.32
C: 1.19 3.60 2.89  -1.60
N: 0.45 1.41 1.89  0.93
H: -0.96 3.12 4.51  0.59
H: 0.28 1.83 4.71  0.29
H: -1.30 1.52 3.93  0.13
H: -1.34 4.33 2.60  0.48
H: -1.96 2.91 1.85  0.04
H: -0.78 3.85 1.00  0.33
H: 0.92 4.53 3.43  0.45
H: 1.67 3.99 1.95  0.26
H: 2.11 3.18 3.37  0.34
C: 4.57 2.50 -1.39  -0.86
O: 3.70 1.59 -2.06  -0.23
C: 2.42 1.69 -1.81  -0.52
O: 1.93 2.21 -0.79  -0.61
C: 1.54 0.98 -2.81  1.43
C: 1.96 0.34 -3.90  -0.38
As: 1.12 -1.30 -4.88  0.37
C: 1.03 -0.73 -6.69  -0.95
C: -0.69 -0.83 -3.98  -0.71
C: -0.90 0.48 -4.05  -0.23
As: -0.38 1.22 -2.31  1.29
C: -0.76 3.18 -2.46  -1.24
C: -0.83 1.18 -5.39  -0.06
O: -1.49 0.90 -6.32  -0.50
O: 0.10 2.16 -5.38  -0.04
C: 0.28 2.96 -6.57  -0.77
C: -0.97 -1.59 -2.76  0.53
O: -0.08 -1.92 -2.04  -0.15
O: -2.20 -1.90 -2.44  -0.22
C: -3.29 -1.92 -3.44  -0.83
C: 3.37 0.28 -4.41  0.19
O: 3.58 0.90 -5.43  -0.57
O: 4.24 -0.49 -3.78  -0.35
C: 3.90 -1.20 -2.66  -0.27
H: 5.40 2.48 -2.05  0.30
H: 4.75 2.04 -0.41  0.28
H: 4.11 3.46 -1.34  0.35
H: 2.11 -0.74 -6.94  0.41
H: 0.63 0.25 -6.99  0.13
H: 0.67 -1.59 -7.29  0.47
H: -0.14 3.63 -3.26  0.35
H: -0.61 3.63 -1.50  0.23
H: -1.85 3.33 -2.76  0.43
H: 0.84 3.83 -6.24  0.26
H: -0.67 3.35 -6.95  0.35
H: 0.84 2.39 -7.33  0.29
H: -4.01 -2.52 -2.92  0.29
H: -2.88 -2.32 -4.33  0.38
H: -3.69 -0.92 -3.54  0.29
H: 3.80 -0.63 -1.67  0.01
H: 4.73 -1.84 -2.52  0.54
H: 2.94 -1.72 -2.80  0.26

The value obtained for the orbital gap is 0.2729 Ha. The charge is +2. For the lowest unoccupied orbital energy, the calculation gives -5.7 eV. For the relative energy (zero: lowest compared OMol25 entry of this formula, charge and spin), the calculation gives 0.000 eV.

Record 2
Density functional theory data (the ωB97M-V functional and the def2-TZVPD basis) for 2 unconnected molecules or ions with the total composition C36H48ClN4.

Each line ends with the Mulliken charge.
CARTESIAN COORDINATES (ANGSTROEM)
C: -4.64 -4.52 -1.96  -0.91
N: -3.30 -4.99 -1.58  0.15
C: -2.95 -6.38 -1.91  -0.83
C: -2.41 -4.12 -1.16  -0.07
Cl: -0.89 -4.64 -0.59  -0.02
H: -5.29 -5.39 -2.04  0.34
H: -5.02 -3.83 -1.21  0.37
H: -4.62 -4.00 -2.93  0.36
H: -3.89 -6.90 -2.09  0.28
H: -2.33 -6.43 -2.81  0.35
H: -2.41 -6.84 -1.08  0.38
H: -2.56 -3.07 -1.43  0.73
C: -0.67 3.29 2.95  -1.00
C: -1.62 2.10 2.98  0.98
C: -2.97 2.44 3.62  -1.78
C: -0.92 0.91 3.62  0.79
C: -0.94 0.72 5.00  -0.49
C: -0.23 -0.33 5.58  -1.52
C: 0.51 -1.20 4.79  -0.42
C: 0.59 -1.01 3.40  0.88
C: 1.53 -1.88 2.58  2.27
C: 1.06 -3.33 2.54  -1.37
C: 2.97 -1.79 3.10  -1.53
C: -0.16 0.04 2.83  -1.54
N: -0.08 0.28 1.41  2.02
N: 0.59 1.36 0.94  -0.93
N: 0.43 1.30 -0.41  1.73
C: 1.39 1.97 -1.27  -0.73
C: 2.46 1.24 -1.81  0.28
C: 2.79 -0.16 -1.30  1.96
C: 3.69 -0.09 -0.07  -1.45
C: 3.35 -1.09 -2.38  -1.82
C: 3.27 1.87 -2.76  -0.61
C: 3.07 3.20 -3.09  -1.49
C: 2.05 3.94 -2.49  -0.37
C: 1.19 3.32 -1.58  0.61
C: 0.06 4.13 -0.93  0.88
C: -0.77 4.92 -1.94  -1.47
C: 0.63 5.05 0.15  -1.60
C: -0.30 0.18 -0.78  -1.21
C: -0.57 -0.13 -2.15  0.53
C: -0.62 -1.47 -2.62  -0.42
C: -0.96 -1.74 -3.94  -1.33
C: -1.24 -0.69 -4.82  -0.59
C: -1.15 0.64 -4.39  -0.75
C: -0.83 0.92 -3.07  -0.18
C: -0.65 -0.49 0.38  2.32
C: -1.34 -1.69 0.54  -3.00
H: 0.22 3.01 2.37  0.14
H: -1.13 4.17 2.49  0.35
H: -0.34 3.55 3.97  0.34
H: -1.83 1.83 1.94  -0.02
H: -3.61 1.55 3.63  0.40
H: -2.85 2.80 4.65  0.32
H: -3.48 3.21 3.04  0.45
H: -1.50 1.42 5.63  0.28
H: -0.24 -0.47 6.66  0.37
H: 1.07 -2.02 5.23  0.37
H: 1.51 -1.49 1.56  -1.28
H: 0.10 -3.40 2.02  0.20
H: 1.78 -3.96 2.00  0.44
H: 0.95 -3.74 3.55  0.29
H: 3.31 -0.74 3.09  0.33
H: 3.04 -2.16 4.13  0.37
H: 3.65 -2.38 2.47  0.41
H: 1.84 -0.61 -0.98  -0.72
H: 3.21 0.51 0.72  0.25
H: 3.87 -1.10 0.34  0.33
H: 4.66 0.36 -0.32  0.44
H: 2.67 -1.12 -3.24  0.39
H: 4.34 -0.77 -2.71  0.42
H: 3.44 -2.11 -1.98  0.39
H: 4.09 1.30 -3.22  0.30
H: 3.72 3.68 -3.83  0.38
H: 1.90 4.99 -2.72  0.38
H: -0.60 3.40 -0.44  0.10
H: -1.13 4.27 -2.75  0.28
H: -1.64 5.36 -1.44  0.43
H: -0.18 5.73 -2.38  0.33
H: 1.24 4.49 0.86  0.32
H: 1.26 5.83 -0.30  0.41
H: -0.18 5.55 0.70  0.40
H: -0.41 -2.28 -1.91  1.23
H: -1.01 -2.77 -4.28  0.48
H: -1.53 -0.91 -5.85  0.41
H: -1.34 1.47 -5.08  0.45
H: -0.78 1.95 -2.69  0.27
H: -1.81 -2.06 -0.34  0.34
H: -1.58 -1.99 1.55  0.48

The value obtained for the orbital gap is 0.1465 Ha. The charge is +1. For the lowest unoccupied orbital energy, the calculation gives -4.6 eV.

Record 3
Density functional theory data (the ωB97M-V functional and the def2-TZVPD basis) for a molecular structure, C36H49As2Cl3CsGeN7O11PSe.

Each line ends with the Mulliken charge.
CARTESIAN COORDINATES (ANGSTROEM)
Cs: 0.23 -0.89 -0.43  1.21
N: 0.09 -3.49 -2.52  0.04
C: 0.60 -3.63 -3.88  -1.05
C: 0.96 -2.26 -4.48  0.77
O: 0.15 -1.64 -5.15  -0.59
N: 2.26 -1.85 -4.33  -0.45
C: 2.88 -1.98 -3.07  0.72
C: 2.99 -0.58 -2.29  -0.14
O: 4.06 -0.43 -1.69  -0.77
O: 1.97 0.14 -2.29  -0.39
H: -0.88 -3.15 -2.58  0.17
H: 0.08 -4.40 -2.07  0.13
H: 1.49 -4.26 -3.87  0.46
H: -0.13 -4.06 -4.58  0.46
H: 2.33 -2.63 -2.38  -0.45
H: 3.91 -2.30 -3.18  0.41
Cl: 0.21 -7.20 0.30  -0.49
Ge: -1.34 -5.62 0.97  0.50
Cl: -3.20 -6.82 0.49  -0.48
Cl: -1.30 -6.12 3.23  -0.46
C: 4.54 -2.44 1.10  -1.43
P: 2.87 -3.19 1.05  1.25
C: 3.29 -4.81 0.28  -1.36
C: 2.63 -3.65 2.81  0.58
C: 2.24 -4.92 3.20  -0.47
C: 1.98 -5.20 4.54  -0.52
C: 2.10 -4.20 5.50  -0.55
C: 2.47 -2.92 5.11  -0.47
C: 2.73 -2.65 3.78  -0.59
H: 5.29 -3.12 1.51  0.40
H: 4.52 -1.53 1.70  0.32
H: 4.80 -2.13 0.08  0.41
H: 4.06 -5.34 0.84  0.42
H: 3.64 -4.60 -0.73  0.44
H: 2.40 -5.44 0.21  0.18
H: 2.11 -5.71 2.47  0.29
H: 1.64 -6.19 4.82  0.38
H: 1.89 -4.42 6.54  0.38
H: 2.54 -2.13 5.84  0.35
H: 2.98 -1.64 3.48  -0.06
C: -1.64 -3.28 5.60  -1.26
C: -1.07 -2.28 4.66  0.41
C: -0.79 -0.93 4.81  -1.35
C: -0.22 -0.54 3.58  0.68
N: -0.15 -1.57 2.74  0.19
N: -0.68 -2.60 3.42  0.73
C: 0.27 0.80 3.12  -0.27
H: -2.07 -2.76 6.46  0.37
H: -0.88 -3.97 5.95  0.15
H: -2.42 -3.87 5.12  0.30
H: -0.98 -0.32 5.67  0.42
H: -0.70 -3.53 3.02  -0.25
H: 0.46 1.48 3.95  0.38
H: -0.46 1.25 2.44  -0.03
H: 1.19 0.64 2.57  -0.44
C: 0.68 1.87 -5.04  -0.63
O: 0.29 2.50 -3.81  -0.24
C: 0.53 3.80 -3.65  -0.41
O: 0.89 4.54 -4.53  -0.65
C: 0.27 4.17 -2.21  0.21
C: 0.53 5.43 -1.83  0.80
As: 0.69 6.19 0.05  0.03
C: -1.11 7.00 0.14  -1.13
C: 0.45 4.35 0.69  0.19
C: -0.69 3.72 0.37  0.96
As: -0.43 2.57 -1.20  1.55
C: -2.20 2.62 -2.04  -1.12
C: -2.04 4.22 0.74  -0.58
O: -2.96 4.45 0.00  -0.59
O: -2.15 4.28 2.08  -0.31
C: -3.49 4.47 2.55  -0.67
C: 1.80 3.69 0.52  0.01
O: 2.79 4.31 0.21  -0.70
O: 1.80 2.40 0.85  0.14
C: 3.04 1.69 0.67  -0.33
C: 0.94 6.53 -2.78  0.00
O: 2.05 6.99 -2.80  -0.62
O: -0.04 7.16 -3.48  -0.37
C: -1.35 6.58 -3.57  -0.22
H: 0.54 0.80 -4.88  -0.05
H: 1.73 2.09 -5.24  0.39
H: 0.07 2.24 -5.86  0.31
H: -1.03 7.94 -0.41  0.37
H: -1.31 7.24 1.19  0.42
H: -1.92 6.40 -0.26  0.20
H: -2.58 3.63 -2.18  0.43
H: -2.88 2.07 -1.40  0.30
H: -2.10 2.10 -2.99  0.29
H: -3.42 4.45 3.63  0.25
H: -4.13 3.67 2.19  0.21
H: -3.89 5.43 2.21  0.28
H: 2.97 0.80 1.30  -0.16
H: 3.88 2.31 0.96  0.38
H: 3.14 1.38 -0.37  0.23
H: -1.98 7.36 -4.00  0.35
H: -1.74 6.30 -2.59  0.03
H: -1.34 5.72 -4.23  0.14
C: -3.34 -2.67 -0.57  -0.02
C: -3.30 -1.87 -1.83  0.02
N: -2.53 -2.08 -2.87  -0.38
C: -2.85 -1.10 -3.79  -0.67
C: -3.82 -0.30 -3.29  -0.57
N: -4.11 -0.80 -2.04  0.16
H: -2.36 -3.09 -0.37  -0.39
H: -4.04 -3.50 -0.66  0.40
H: -3.64 -2.05 0.27  0.08
H: -2.34 -1.06 -4.74  0.51
H: -4.32 0.57 -3.68  0.47
H: -4.67 -0.36 -1.31  0.13
Se: -5.22 0.68 1.00  -0.31
C: -3.43 0.58 0.82  -0.62
N: -2.29 0.48 0.65  -0.07

The expectation value of S² is 0.757. The value obtained for the orbital gap (spin up / spin down) is 0.2497 / 0.2457 Ha. The charge is -2. Its spin multiplicity is 2. For the lowest unoccupied orbital energy (spin up / spin down), the calculation gives 3.0 / 2.9 eV. For the relative energy (zero: lowest compared OMol25 entry of this formula, charge and spin), the calculation gives 1.222 eV.

Record 4
Density functional theory data (the ωB97M-V functional and the def2-TZVPD basis) for a molecular structure, C36H49BiF4GeN9OPS.

Each line ends with the Mulliken charge.
CARTESIAN COORDINATES (ANGSTROEM)
Bi: -0.87 0.30 0.36  1.83
C: 0.66 1.84 -3.09  -0.62
N: 0.85 2.20 -1.69  1.28
C: 2.21 2.64 -1.44  -0.70
C: -0.13 3.18 -1.26  -0.44
C: -0.16 3.40 0.28  -1.01
N: 0.23 2.21 1.03  0.61
C: 1.15 2.42 2.02  0.06
C: 2.27 1.60 2.17  -0.32
F: 2.44 0.60 1.29  -0.20
C: 3.18 1.75 3.19  0.35
F: 4.20 0.89 3.27  -0.35
C: 3.07 2.77 4.11  -0.77
C: 2.00 3.63 3.96  0.28
F: 1.83 4.63 4.84  -0.35
C: 1.08 3.47 2.95  0.29
F: 0.03 4.31 2.91  -0.41
H: 0.73 2.71 -3.76  0.34
H: 1.43 1.12 -3.38  0.06
H: -0.31 1.37 -3.23  -0.14
H: 2.47 3.54 -2.02  0.32
H: 2.34 2.86 -0.37  0.04
H: 2.90 1.83 -1.69  -0.06
H: 0.04 4.16 -1.73  0.47
H: -1.10 2.82 -1.61  -0.72
H: 0.56 4.19 0.51  0.66
H: -1.14 3.78 0.55  -0.04
H: 3.77 2.87 4.92  0.52
C: -1.84 -4.19 -4.44  -0.90
N: -1.75 -2.93 -3.72  0.28
C: -2.68 -1.93 -3.73  -0.77
C: -2.16 -0.92 -2.96  -0.26
N: -0.94 -1.29 -2.47  0.44
C: -0.71 -2.50 -2.94  -0.42
P: 0.78 -3.51 -2.63  -0.39
C: 0.52 -3.91 -0.87  -0.30
N: 0.04 -3.11 0.05  0.76
C: -0.02 -3.85 1.20  -0.63
C: 0.44 -5.12 0.96  -1.37
N: 0.78 -5.15 -0.36  0.27
C: 1.31 -6.31 -1.08  -0.85
C: 2.01 -2.17 -2.50  0.05
N: 2.41 -1.54 -1.42  -0.12
C: 3.37 -0.66 -1.84  -0.66
C: 3.54 -0.75 -3.19  -0.61
N: 2.67 -1.72 -3.61  0.35
C: 2.54 -2.24 -4.96  -0.88
H: -2.77 -4.21 -5.01  0.34
H: -1.01 -4.31 -5.13  0.32
H: -1.84 -5.03 -3.75  0.29
H: -3.61 -2.01 -4.27  0.45
H: -2.61 0.03 -2.72  0.17
H: -0.39 -3.42 2.12  0.78
H: 0.56 -5.97 1.61  0.42
H: 1.61 -7.06 -0.36  0.32
H: 0.56 -6.73 -1.75  0.29
H: 2.18 -6.02 -1.67  0.33
H: 3.88 -0.01 -1.14  0.66
H: 4.18 -0.23 -3.89  0.39
H: 3.18 -1.66 -5.63  0.32
H: 2.86 -3.28 -5.01  0.32
H: 1.52 -2.17 -5.32  0.31
C: -3.27 4.67 -0.57  -1.39
Ge: -3.79 2.78 -0.67  0.65
C: -3.90 2.27 -2.57  -1.35
C: -5.64 2.73 0.01  -1.40
C: -2.83 1.49 0.44  -0.66
H: -4.10 5.27 -0.96  0.46
H: -2.38 4.90 -1.17  0.38
H: -3.08 4.98 0.46  0.41
H: -4.58 2.96 -3.08  0.47
H: -4.31 1.26 -2.66  0.38
H: -2.93 2.31 -3.07  0.38
H: -6.28 3.39 -0.58  0.39
H: -5.67 3.06 1.05  0.40
H: -6.04 1.72 -0.04  0.37
H: -3.56 0.68 0.50  -0.19
H: -2.78 1.93 1.45  0.39
S: 0.64 -2.33 4.47  -0.32
C: 0.87 -1.42 3.02  -0.84
N: 0.31 -0.26 2.97  0.80
C: -0.39 -0.01 4.15  -0.67
C: -1.14 1.14 4.41  0.04
C: -1.81 1.23 5.61  -1.13
C: -1.74 0.20 6.56  -0.57
C: -1.00 -0.94 6.32  -0.59
C: -0.33 -1.03 5.10  0.86
H: 1.46 -1.83 2.20  0.59
H: -1.19 1.93 3.67  0.36
H: -2.41 2.11 5.83  0.44
H: -2.28 0.29 7.49  0.40
H: -0.94 -1.73 7.05  0.43
C: -3.65 -2.30 2.81  -1.56
C: -3.31 -1.33 1.68  0.15
C: -3.70 -1.92 0.33  -0.90
O: -1.93 -1.03 1.75  0.04
H: -4.74 -2.40 2.93  0.40
H: -3.24 -1.92 3.75  0.29
H: -3.22 -3.29 2.62  0.29
H: -3.92 -0.44 1.86  0.48
H: -3.12 -2.83 0.14  0.18
H: -3.48 -1.22 -0.48  -0.02
H: -4.77 -2.17 0.30  0.47

The value obtained for the orbital gap is 0.2776 Ha. The charge is 0. For the lowest unoccupied orbital energy, the calculation gives 0.3 eV. For the relative energy (zero: lowest compared OMol25 entry of this formula, charge and spin), the calculation gives 0.387 eV.

| no. | largest force on an atom (Eh/bohr) | energy (hartree) |
| --- | --- | --- |
| 1 | 0.063 | -10599.12621 |
| 2 | 0.065 | -2079.46917 |
| 3 | 0.013 | -13304.35425 |
| 4 | 0.009 | -5399.71104 |